Model one:
{
  "formula": "C4H8NO3",
  "method": "ωB97M-V with the def2-TZVPD basis set",
  "charge": -1,
  "orbital_gap_ev": 7.768,
  "lumo_ha": 0.132,
  "e_homo_ev": -4.17,
  "elements": ["C", "C", "O", "N", "H", "H", "H", "H", "H", "C", "C", "O", "O", "H", "H", "H"],
  "xyz": [[1.85154, -1.11566, -1.12526], [2.22015, -0.35997, 0.10345], [3.27535, 0.28605, 0.15963], [1.32264, -0.18473, 1.09954], [1.76244, -0.47018, -1.97657], [0.99247, -1.73927, -0.87592], [1.53831, 0.46782, 1.81856], [0.49279, -0.73933, 1.18107], [2.62220, -1.85175, -1.36319], [-2.10504, 1.39792, 0.38917], [-2.59927, -0.00115, -0.08488], [-1.87984, -1.00068, 0.12181], [-3.68289, 0.07776, -0.70829], [-2.91685, 2.11456, 0.35586], [-1.38070, 1.65121, -0.39925], [-1.51330, 1.46740, 1.30429]]
}

***

Model two:
{
  "formula": "C4H8NO3",
  "method": "ωB97M-V with the def2-TZVPD basis set",
  "charge": -1,
  "orbital_gap_ev": 8.791,
  "lumo_ha": 0.148,
  "e_homo_ev": -4.77,
  "elements": ["C", "C", "O", "O", "H", "H", "H", "C", "C", "O", "N", "H", "H", "H", "H", "H"],
  "xyz": [[0.24465, -0.95647, -2.93306], [-0.55730, -0.43618, -1.69547], [-1.58961, -0.96661, -1.26815], [-0.05607, 0.65153, -1.25874], [1.19349, -1.27985, -2.53099], [0.50666, -0.06278, -3.50971], [-0.21002, -1.78129, -3.44149], [-0.81971, -0.13091, 2.07586], [0.40660, 0.75563, 2.30680], [0.72436, 1.00652, 3.47547], [1.02266, 1.19007, 1.20877], [1.71464, 1.90213, 1.40127], [0.63866, 1.17664, 0.23586], [-1.60472, 0.15338, 2.75985], [-0.52278, -1.20418, 2.14979], [-1.09152, -0.01763, 1.02394]]
}

***

Of them, model one has the lowest stability.

***

Model one:
{
  "formula": "C54H49CdN12O2PS",
  "method": "ωB97M-V with the def2-TZVPD basis set",
  "orbital_gap_ev": 7.367,
  "lumo_ha": 0.008,
  "e_homo_ev": -7.15,
  "elements": ["Cd", "O", "N", "C", "C", "C", "C", "C", "S", "H", "H", "H", "H", "C", "C", "C", "C", "C", "C", "P", "C", "C", "C", "C", "C", "C", "C", "C", "C", "C", "C", "C", "C", "C", "C", "C", "H", "H", "H", "H", "H", "H", "H", "H", "H", "H", "H", "H", "H", "H", "H", "H", "C", "N", "C", "N", "C", "N", "C", "C", "C", "C", "C", "C", "C", "N", "N", "C", "O", "C", "C", "C", "C", "C", "C", "N", "C", "N", "C", "N", "C", "H", "H", "H", "H", "H", "H", "H", "H", "H", "H", "H", "H", "H", "H", "H", "H", "C", "C", "N", "C", "N", "C", "C", "C", "N", "C", "H", "H", "H", "H", "H", "H", "H", "H", "H", "H", "H", "H", "H"],
  "xyz": [[0.26932, 0.65241, 0.15240], [-0.23220, 2.35866, 1.77079], [-1.08918, 3.23031, 1.28046], [-2.14757, 3.56846, 2.05151], [-3.08376, 4.47443, 1.63566], [-2.93695, 5.05210, 0.37310], [-1.86840, 4.68897, -0.40710], [-0.91063, 3.75787, 0.03103], [0.40565, 3.23479, -0.93493], [-2.16389, 3.05676, 3.00127], [-3.91189, 4.71682, 2.28522], [-3.65836, 5.77125, 0.00830], [-1.72664, 5.10211, -1.39550], [-0.63219, -4.12311, 5.43996], [-1.21786, -2.87215, 5.28180], [-1.19041, -2.24552, 4.04808], [-0.59804, -2.86599, 2.94460], [-0.00939, -4.11558, 3.11383], [-0.02566, -4.73827, 4.35737], [-0.54786, -1.89677, 1.39316], [0.20389, -3.11299, 0.24147], [-0.49164, -4.19412, -0.30189], [0.16719, -5.14862, -1.06035], [1.53323, -5.03751, -1.28678], [2.23242, -3.95942, -0.76733], [1.56893, -3.00043, -0.01114], [-2.29312, -1.88065, 0.87735], [-3.17006, -2.84677, 1.30696], [-4.51564, -2.85005, 0.89065], [-4.95880, -1.87262, 0.04907], [-4.09005, -0.85039, -0.40600], [-4.57816, 0.15466, -1.27394], [-3.73672, 1.12163, -1.73129], [-2.38457, 1.13372, -1.32041], [-1.84153, 0.20837, -0.45074], [-2.72289, -0.82895, 0.00229], [-0.64686, -4.61200, 6.40568], [-1.68837, -2.38185, 6.12467], [-1.63550, -1.26277, 3.93313], [0.46475, -4.61052, 2.27656], [0.43540, -5.71110, 4.47395], [-1.55677, -4.28772, -0.12854], [-0.38596, -5.97998, -1.47976], [2.04764, -5.78652, -1.87523], [3.29530, -3.85848, -0.95038], [2.11722, -2.15244, 0.38257], [-2.82882, -3.62218, 1.98246], [-5.18568, -3.62465, 1.24202], [-5.99267, -1.85499, -0.28063], [-5.62263, 0.13250, -1.56592], [-4.09723, 1.88813, -2.40862], [-1.75270, 1.91592, -1.72437], [3.25573, -0.93289, -4.52370], [2.96850, -0.31352, -3.24129], [2.01820, -0.63966, -2.36949], [2.00350, 0.24820, -1.39100], [2.98519, 1.12637, -1.73740], [3.59047, 0.82362, -2.85936], [2.78324, -0.06753, -5.67112], [3.67428, 0.63299, -6.46904], [3.20754, 1.45753, -7.48486], [1.85028, 1.59637, -7.70781], [0.94796, 0.90450, -6.90408], [1.41674, 0.07430, -5.88791], [-0.49378, 1.03132, -7.12707], [-1.14956, 1.81927, -7.90617], [-2.50085, 1.53500, -7.71288], [-2.55131, 0.61934, -6.81121], [-1.31383, 0.24612, -6.39243], [-3.66824, -0.07914, -6.17887], [-4.97838, 0.37810, -6.25076], [-5.96164, -0.29253, -5.53639], [-5.64070, -1.38346, -4.73842], [-4.33021, -1.84017, -4.67180], [-3.93336, -3.00885, -3.79349], [-2.49442, -3.03019, -3.60444], [-1.72745, -2.10258, -3.01944], [-0.45685, -2.31147, -3.30129], [-0.50824, -3.41748, -4.08992], [-1.71829, -3.88056, -4.31304], [-3.36004, -1.19369, -5.41480], [2.73420, -1.89054, -4.52143], [4.32647, -1.11973, -4.58061], [1.35843, -1.48846, -2.48844], [3.23301, 1.98841, -1.13890], [4.73901, 0.54144, -6.29187], [3.91120, 1.99623, -8.10541], [1.47502, 2.23625, -8.49511], [0.71398, -0.46896, -5.26602], [-5.21139, 1.25198, -6.84434], [-6.98459, 0.05923, -5.57474], [-6.41124, -1.86414, -4.14596], [-4.19104, -3.96047, -4.25646], [-4.42833, -2.94987, -2.82269], [-2.13080, -1.29008, -2.43067], [0.36471, -3.89158, -4.50836], [-2.33566, -1.53021, -5.38123], [4.73566, 3.75467, 1.99183], [3.26596, 4.01853, 1.73599], [2.64814, 2.75850, 1.39284], [2.88683, 1.61641, 2.10193], [2.13676, 0.57787, 1.87624], [2.47454, -0.61404, 2.63415], [2.88382, -0.27808, 4.05640], [4.11322, 0.60136, 3.98878], [3.93829, 1.64136, 2.98569], [4.84108, 2.77215, 3.14054], [5.27242, 4.67011, 2.24075], [5.18301, 3.33108, 1.08965], [3.11448, 4.70209, 0.90089], [2.80749, 4.47411, 2.62484], [1.70555, 2.80497, 1.01188], [3.29274, -1.17016, 2.15022], [1.61180, -1.27542, 2.64688], [3.09373, -1.17948, 4.63380], [2.06405, 0.25523, 4.54359], [5.00174, 0.00408, 3.75102], [4.30146, 1.08905, 4.95097], [5.86020, 2.38152, 3.22443], [4.61758, 3.28433, 4.08619]]
}

***

Model two:
{
  "formula": "C54H49CdN12O2PS",
  "method": "ωB97M-V with the def2-TZVPD basis set",
  "orbital_gap_ev": 7.134,
  "lumo_ha": 0.006,
  "e_homo_ev": -6.98,
  "elements": ["Cd", "O", "N", "C", "C", "C", "C", "C", "S", "H", "H", "H", "H", "C", "C", "C", "C", "C", "C", "P", "C", "C", "C", "C", "C", "C", "C", "C", "C", "C", "C", "C", "C", "C", "C", "C", "H", "H", "H", "H", "H", "H", "H", "H", "H", "H", "H", "H", "H", "H", "H", "H", "C", "N", "C", "N", "C", "N", "C", "C", "C", "C", "C", "C", "C", "N", "N", "C", "O", "C", "C", "C", "C", "C", "C", "N", "C", "N", "C", "N", "C", "H", "H", "H", "H", "H", "H", "H", "H", "H", "H", "H", "H", "H", "H", "H", "H", "C", "C", "N", "C", "N", "C", "C", "C", "N", "C", "H", "H", "H", "H", "H", "H", "H", "H", "H", "H", "H", "H", "H"],
  "xyz": [[-0.47622, -0.20115, -0.28031], [-1.43730, -2.03928, 0.65531], [-2.05418, -3.15864, 0.30809], [-3.39603, -3.15169, 0.50738], [-4.18305, -4.22667, 0.22277], [-3.56775, -5.37264, -0.29396], [-2.21284, -5.37459, -0.48215], [-1.38985, -4.26085, -0.17213], [0.28974, -4.28971, -0.38481], [-3.77079, -2.22063, 0.90424], [-5.24775, -4.17068, 0.39812], [-4.15492, -6.24943, -0.53607], [-1.70014, -6.24430, -0.86538], [0.24282, 5.93169, 4.37385], [0.94198, 5.65258, 3.20982], [0.62264, 4.52395, 2.45934], [-0.38485, 3.65765, 2.86609], [-1.06904, 3.93809, 4.05206], [-0.76668, 5.06968, 4.79252], [-0.78667, 2.22998, 1.76620], [-1.35324, 1.00064, 3.07326], [-2.81796, 0.81969, 3.22059], [-3.49016, 0.00533, 4.04325], [-2.98344, -1.02282, 4.95061], [-1.85473, -1.71019, 4.80294], [-0.90580, -1.57962, 3.64952], [-2.34327, 2.81905, 0.94960], [-3.03275, 3.90570, 1.43112], [-4.10763, 4.50058, 0.74315], [-4.48109, 3.99614, -0.46196], [-3.80771, 2.87729, -1.00863], [-4.24644, 2.38978, -2.26289], [-3.65637, 1.29547, -2.80910], [-2.59271, 0.67311, -2.12187], [-2.09424, 1.11259, -0.91616], [-2.72471, 2.25098, -0.31553], [0.48655, 6.81004, 4.95889], [1.73190, 6.31580, 2.87838], [1.15467, 4.32060, 1.53567], [-1.84541, 3.26323, 4.39658], [-1.32226, 5.28286, 5.69872], [-3.41146, 1.47696, 2.59761], [-4.56992, 0.12386, 4.04697], [-3.62890, -1.27391, 5.78595], [-1.60389, -2.45482, 5.54958], [-0.01752, -2.18181, 3.84249], [-2.76821, 4.34992, 2.37549], [-4.60784, 5.35839, 1.17465], [-5.29672, 4.43568, -1.02623], [-5.06553, 2.89882, -2.75827], [-3.98687, 0.90106, -3.76404], [-2.14854, -0.18983, -2.58838], [3.42308, -3.73902, 0.80211], [3.02009, -2.37128, 0.50943], [1.83078, -1.81738, 0.73482], [1.74190, -0.67648, 0.06213], [2.94446, -0.59584, -0.57848], [3.74812, -1.59348, -0.33565], [4.37784, -3.94075, 1.95105], [5.19202, -5.06766, 1.92923], [6.03441, -5.35631, 2.99273], [6.07961, -4.51558, 4.09102], [5.26830, -3.38657, 4.11336], [4.41739, -3.09999, 3.04987], [5.32539, -2.49293, 5.26376], [6.15928, -2.48149, 6.24616], [5.80684, -1.39677, 7.04427], [4.79238, -0.84588, 6.47643], [4.42365, -1.49356, 5.34876], [4.07722, 0.37857, 6.81362], [4.59921, 1.26774, 7.74229], [3.96082, 2.48186, 7.93879], [2.83743, 2.81115, 7.19502], [2.29719, 1.91222, 6.27726], [1.07297, 2.34813, 5.49053], [0.68432, 1.53837, 4.34880], [1.45390, 0.92097, 3.41039], [0.89758, -0.07168, 2.81004], [-0.42167, -0.16366, 3.36813], [-0.57480, 0.90964, 4.37635], [2.91015, 0.68265, 6.11727], [3.85950, -4.13699, -0.11140], [2.50034, -4.29165, 0.98466], [1.07064, -2.24098, 1.37145], [3.22737, 0.22356, -1.21994], [5.16000, -5.73245, 1.07275], [6.65798, -6.24074, 2.96382], [6.73324, -4.71265, 4.93018], [3.78970, -2.21607, 3.08230], [5.50546, 1.01117, 8.27562], [4.35927, 3.19007, 8.65393], [2.36759, 3.78029, 7.32670], [1.22585, 3.38190, 5.16775], [0.20030, 2.33907, 6.14262], [2.46009, 1.26941, 3.20677], [-1.37432, -1.95121, 2.72899], [2.51123, -0.04879, 5.42933], [0.93479, 1.68918, -5.42075], [1.72993, 1.62582, -4.13437], [1.03639, 0.73561, -3.22546], [0.36209, -0.40449, -3.60864], [-0.08602, -1.17661, -2.67729], [-0.84881, -2.36645, -3.04783], [-1.51169, -2.24060, -4.41124], [-0.46653, -1.80334, -5.41718], [0.16966, -0.58066, -4.95438], [0.79782, 0.27561, -5.94885], [1.42956, 2.32375, -6.15612], [-0.05671, 2.09582, -5.20969], [1.80416, 2.60947, -3.67101], [2.74889, 1.27927, -4.35080], [1.30634, 0.72563, -2.25860], [-1.60766, -2.53281, -2.28147], [-0.19357, -3.23934, -3.02682], [-2.30853, -1.49252, -4.37877], [-1.94920, -3.19490, -4.70741], [-0.91664, -1.59591, -6.38837], [0.27377, -2.60020, -5.55718], [0.17667, 0.25677, -6.84455], [1.78725, -0.10896, -6.22930]]
}

***

Of them, model two has the lowest stability.

***

Model one:
{
  "formula": "CH2N2O",
  "method": "ωB97M-V with the def2-TZVPD basis set",
  "orbital_gap_ev": [9.177, 7.042],
  "lumo_ha": [0.029, -0.006],
  "e_homo_ev": [-8.38, -7.22],
  "elements": ["C", "N", "N", "O", "H", "H"],
  "xyz": [[0.53798, 1.06978, -0.48844], [1.27257, -1.90039, 1.47895], [0.31120, -1.36998, 1.09320], [0.19578, -0.06902, -0.48414], [0.42513, 1.83456, -1.37006], [-0.56925, -1.28971, 1.50386]]
}

***

Model two:
{
  "formula": "CH2N2O",
  "method": "ωB97M-V with the def2-TZVPD basis set",
  "orbital_gap_ev": 10.239,
  "lumo_ha": 0.008,
  "e_homo_ev": -10.03,
  "elements": ["C", "N", "N", "O", "H", "H"],
  "xyz": [[0.31964, -1.76886, -0.98511], [0.08343, -0.78370, -0.46490], [-0.15002, 0.44993, 0.20307], [0.82690, 0.79568, 1.02011], [-0.14212, 1.10233, -0.57003], [-0.93783, 0.20461, 0.79687]]
}

***

Of them, model two has the lowest stability.